# C16H12BrCl5NO5PdS

C16H12BrCl5NO5PdS as an isolated structure (ωB97M-V/def2-TZVPD, OMol25).

Structure (XYZ):
```
42
Properties=species:S:1:pos:R:3:forces:R:3
Pd -1.4004 0.3483 0.4304 -0.513 0.368 -0.429
Cl 5.5100 -0.8480 3.0540 0.003 0.004 0.001
C 3.8466 -0.5462 2.6967 -0.009 -0.006 -0.004
C 3.3106 -0.8914 1.4611 -0.003 0.015 0.029
Cl 4.3270 -1.6394 0.2823 0.005 0.001 -0.011
C 1.9727 -0.6532 1.1683 -0.064 -0.024 -0.015
Cl 1.3448 -1.1474 -0.3658 -0.014 0.046 0.120
C 1.1020 -0.0449 2.1043 0.030 0.074 -0.167
O -0.1487 0.2063 1.9393 0.165 -0.237 0.233
C 1.6814 0.2842 3.3573 0.058 0.032 0.032
Cl 0.6488 1.0173 4.5268 -0.007 -0.001 -0.001
C 3.0123 0.0416 3.6467 -0.022 -0.016 -0.049
Cl 3.6524 0.4721 5.1905 0.007 0.005 0.017
C -0.8552 -0.3613 -3.5804 -0.009 0.022 0.024
C -1.8951 -1.3823 -3.2226 0.009 0.015 -0.011
C -3.0944 -1.4692 -3.9299 0.008 0.011 0.021
C -4.0823 -2.3639 -3.5566 0.008 -0.012 0.027
C -3.8673 -3.1901 -2.4603 -0.036 -0.039 -0.058
C -2.6709 -3.1439 -1.7599 0.013 0.000 0.006
C -1.6939 -2.2428 -2.1467 0.011 -0.026 -0.045
S -5.1773 -4.2045 -1.8603 -0.021 0.007 -0.019
O -6.0494 -4.5542 -2.9474 0.029 0.020 0.003
O -4.5900 -5.2076 -1.0231 -0.021 0.020 0.013
N -6.0761 -3.2177 -0.8983 0.031 -0.087 0.046
C -5.3916 -2.4282 0.1302 0.047 0.089 -0.007
C -5.0373 -1.0106 -0.3431 0.031 0.000 -0.003
C -3.6267 -0.5717 -0.0420 0.123 0.016 0.139
O -2.9525 -1.0941 0.8895 -0.107 0.025 -0.137
O -3.1253 0.3692 -0.7339 0.299 -0.123 0.209
H -1.0080 0.0240 -4.5883 0.004 -0.011 -0.016
H 0.1488 -0.7831 -3.5150 -0.008 0.016 0.004
H -0.8971 0.4826 -2.8851 0.000 -0.042 0.019
H -3.2585 -0.8118 -4.7751 0.000 -0.007 -0.012
H -5.0155 -2.4282 -4.1020 0.005 0.000 -0.005
H -2.5203 -3.7991 -0.9130 0.024 -0.005 -0.001
H -0.7698 -2.1924 -1.5862 -0.014 -0.004 0.002
H -6.7497 -2.7107 -1.4570 -0.018 0.008 0.009
H -4.4874 -2.9581 0.4272 -0.025 -0.037 -0.015
H -6.0261 -2.3956 1.0149 -0.014 -0.006 -0.014
H -5.7018 -0.2712 0.1104 0.021 0.023 -0.001
H -5.1579 -0.9187 -1.4227 -0.032 0.007 -0.004
Br -0.2363 2.2301 -0.5305 0.001 -0.137 0.072
```
Positions in Å, forces in eV/Å.

Properties
- M (Da) = 693.930
- total charge = -1
- lowest unoccupied orbital energy (eV) = 2.26
- HOMO energy (eV) = -5.465
- Kohn-Sham gap (eV) = 7.72

***

# C16H12F3FeN2O6SSe

C16H12F3FeN2O6SSe as an isolated structure (ωB97M-V/def2-TZVPD, OMol25).

Structure (XYZ):
```
42
Properties=species:S:1:pos:R:3:forces:R:3
Fe -0.1873 -0.9388 -0.3229 0.587 0.945 0.697
C 3.4725 -2.7108 0.8667 0.070 -0.173 -0.032
O 4.4686 -1.9010 0.2358 0.082 -0.099 0.106
C 4.1443 -0.7053 -0.3355 0.020 -0.058 -0.010
C 5.2115 -0.0165 -0.8717 0.090 0.141 -0.085
C 5.0553 1.2300 -1.4910 -0.102 -0.076 0.062
C 3.7895 1.7720 -1.5461 0.070 0.036 -0.038
C 2.6852 1.0914 -1.0151 -0.186 0.126 -0.053
C 1.3960 1.7711 -1.0337 0.558 0.079 -0.059
N 0.3162 1.2626 -0.6062 -0.356 -0.018 -0.145
N -0.7858 2.1105 -0.5927 0.218 -0.342 0.093
C -1.7571 1.4517 -0.0173 -0.727 0.058 0.137
O -1.7400 0.2616 0.4311 0.162 -0.125 0.050
C -3.0610 2.1913 0.1485 0.103 0.033 -0.029
C -4.0948 1.5527 0.8207 -0.231 -0.014 0.078
C -5.3192 2.1870 1.0085 0.104 0.038 -0.061
C -5.5228 3.4708 0.5173 0.147 -0.022 -0.051
C -4.4898 4.1136 -0.1635 0.020 -0.069 0.028
C -3.2669 3.4790 -0.3453 0.002 -0.005 0.024
C 2.8132 -0.1855 -0.4032 -0.080 0.235 -0.089
O 1.8142 -0.8296 0.0909 -0.252 -0.168 -0.009
H 4.0204 -3.5736 1.2452 0.054 -0.037 0.017
H 2.7026 -3.0309 0.1714 0.133 0.003 0.078
H 2.9922 -2.1929 1.6940 0.017 0.000 0.023
H 6.1900 -0.4812 -0.7978 -0.040 0.002 0.004
H 5.9120 1.7497 -1.9073 -0.052 -0.028 0.023
H 3.6258 2.7455 -2.0019 -0.003 -0.043 0.022
H 1.3703 2.8018 -1.3967 0.054 0.055 0.008
H -3.9134 0.5482 1.1832 -0.006 0.047 -0.017
H -6.1170 1.6749 1.5345 0.007 0.000 -0.002
H -6.4776 3.9658 0.6577 0.015 0.005 -0.005
H -4.6415 5.1143 -0.5551 0.005 -0.026 0.010
H -2.4476 3.9580 -0.8692 -0.078 -0.005 0.027
Se -0.8622 -1.3806 -2.4181 -0.233 -0.247 -0.713
F -1.2112 -5.6374 0.1057 0.025 -0.175 -0.006
C -1.5888 -4.5624 0.8138 0.006 0.052 -0.032
F -2.1896 -5.0094 1.9286 -0.196 -0.106 0.161
F -2.4981 -3.9065 0.0993 -0.062 0.061 -0.066
S -0.1361 -3.5197 1.2388 0.030 0.461 -0.117
O 0.4915 -4.2605 2.3035 0.017 0.031 0.055
O -0.7455 -2.2356 1.6102 0.212 -0.321 -0.216
O 0.5823 -3.4252 -0.0150 -0.204 -0.246 0.134
```
Positions in Å, forces in eV/Å.

Properties
- M (Da) = 552.146
- total charge = -2
- expectation value of S² = 8.7737
- spin multiplicity = 6
- lowest unoccupied orbital energy (spin up / spin down) (eV) = 4.73 / 4.72
- HOMO energy (spin up / spin down) (eV) = -1.381 / -1.479
- Kohn-Sham gap (spin up / spin down) (eV) = 6.11 / 6.20

***

# C16H12N6O5S

A 2-piece molecular cluster, C16H12N6O5S overall (ωB97M-V/def2-TZVPD, OMol25).

Structure (XYZ):
```
40
Properties=species:S:1:pos:R:3:forces:R:3
C 5.3055 -2.7203 0.0557 -0.062 0.392 0.043
C 3.9131 -2.8759 0.0259 0.256 0.202 -0.005
C 3.1345 -1.7239 0.0771 -0.470 0.048 0.205
C 3.6943 -0.4431 0.1714 0.642 -0.659 -0.106
C 5.0754 -0.2965 0.2124 -0.177 -0.103 -0.025
C 5.8823 -1.4399 0.1520 -0.209 -0.277 -0.033
S 2.4768 0.8026 0.2232 -0.423 -0.045 0.032
C 1.1892 -0.4180 0.1080 -0.918 -0.540 0.069
N -0.0645 -0.1582 0.0667 1.086 -0.462 0.166
C -1.0251 -1.2489 -0.0681 0.247 0.575 -0.310
C -0.5061 -2.5520 0.4851 -0.272 -0.309 0.424
C 0.8856 -2.8700 -0.0189 0.337 0.353 -0.358
N 1.7361 -1.6777 0.0891 0.359 -0.409 -0.184
H 5.9437 -3.6048 0.0059 -0.182 0.319 0.033
H 3.4380 -3.8597 -0.0285 0.319 0.370 -0.036
H 5.4852 0.7083 0.2898 0.152 -0.275 -0.018
H 6.9691 -1.3372 0.1800 -0.381 -0.027 -0.014
H -1.9153 -0.9034 0.4665 -0.082 -0.349 -0.075
H -1.3080 -1.3669 -1.1306 0.127 0.106 0.263
H -0.4901 -2.4932 1.5748 0.010 -0.028 0.037
H -1.1866 -3.3563 0.2028 0.063 -0.094 0.104
H 1.3539 -3.6594 0.5753 -0.160 0.032 -0.107
H 0.8417 -3.1895 -1.0717 0.120 0.003 0.222
O -5.9286 3.2489 1.5683 1.363 -0.680 -1.919
N -5.5419 2.8832 0.4430 -2.805 0.392 -0.028
O -6.3316 2.6746 -0.5048 1.516 0.340 1.461
C -4.1377 2.6529 0.1831 1.171 -0.651 -0.467
C -3.7235 2.2183 -1.0700 -0.860 0.488 1.100
C -2.3703 1.8656 -1.2862 1.378 0.426 2.004
N -1.9324 1.6103 -2.6423 0.771 -0.475 -2.785
O -2.7815 1.6946 -3.5605 1.386 -0.149 1.981
O -0.7335 1.3394 -2.8599 -2.181 0.468 0.845
C -1.4117 1.9026 -0.2614 0.139 0.561 -2.025
C -1.7961 2.3897 1.0013 -0.083 0.719 2.308
N -1.0337 2.6943 2.0919 -2.715 0.928 -0.674
O -1.9593 3.3875 2.9371 0.344 -1.564 -2.073
N -3.2311 3.4446 2.4222 1.455 -1.287 -1.280
C -3.1421 2.7953 1.2331 -0.679 1.367 1.233
H -4.4129 2.1888 -1.9119 0.049 -0.104 0.374
H -0.3610 1.6934 -0.4272 -0.630 0.400 -0.380
```
Positions in Å, forces in eV/Å.

Properties
- M (Da) = 400.376
- lowest unoccupied orbital energy (eV) = -2.14
- HOMO energy (eV) = -8.269
- structure (SMILES) = O=[N+]([O-])c1cc([N+](=O)[O-])c2nonc2c1.c1ccc2c(c1)SC1=NCCCN12
- Kohn-Sham gap (eV) = 6.13

***

# C16H12N6OS

One molecule with the formula C16H12N6OS (ωB97M-V/def2-TZVPD, OMol25).

Structure (XYZ):
```
36
Properties=species:S:1:pos:R:3:forces:R:3
C 5.3064 0.6294 -3.6502 -2.624 5.508 -1.814
C 4.1369 1.5987 -3.6639 2.212 -0.863 -1.264
C 2.8431 1.1903 -3.2075 7.006 5.185 -3.028
C 2.8108 0.0064 -2.6478 -0.350 0.354 -0.400
C 3.9162 -0.7017 -2.6213 2.631 -9.122 1.619
C 5.2454 -0.5477 -3.1331 -1.369 -3.670 2.976
H 6.1671 -1.2999 -3.0441 -2.658 1.603 -0.244
H 3.7133 -1.8352 -2.3015 0.356 2.507 -0.143
C 1.5513 -0.3721 -2.2373 -3.091 0.402 3.934
N 0.4978 0.3909 -2.0687 -1.566 1.596 -2.761
O -0.5118 -0.5373 -1.6526 -2.803 6.471 -1.689
C 0.0677 -1.5669 -1.3946 2.371 -5.994 4.755
N 1.3501 -1.4395 -1.5225 0.929 -6.846 0.019
C -0.7544 -2.6888 -0.5395 3.579 1.677 0.140
H -1.6820 -2.7098 -1.1179 -0.120 -1.104 0.735
H 0.0140 -3.5685 -0.3435 -2.292 1.596 -0.754
S -1.1016 -1.9075 1.2705 0.831 -1.700 -3.216
C -2.5050 -1.1303 0.7117 0.749 -3.847 -3.120
N -3.4147 -1.3012 -0.4859 12.542 -12.114 -1.543
N -4.2033 -0.5310 -0.4227 -11.812 12.101 0.314
N -4.2521 0.3467 0.5363 1.336 -3.008 0.136
N -3.1036 -0.2990 1.3253 -4.636 8.227 4.300
C -2.9479 0.3573 2.5693 0.321 1.541 0.684
C -2.1082 -0.3693 3.6046 -6.483 9.581 -4.940
C -2.1198 0.4818 4.5587 6.550 -3.291 10.260
C -2.4546 1.7098 5.0495 -2.047 0.311 -6.458
C -3.0189 2.5121 4.1425 -1.126 -8.343 -5.938
C -3.4995 1.6840 2.7536 7.660 -6.103 10.930
H -3.8153 2.2117 2.0879 -4.134 5.525 -7.820
H -3.4293 3.3642 4.3003 -2.221 5.816 0.805
H -2.2448 2.1589 5.8739 1.803 1.555 5.675
H -1.3936 0.0041 5.4644 -1.792 0.774 -1.735
H -1.9106 -1.2609 3.4188 2.423 -7.630 -0.494
H 2.2541 2.0093 -3.2287 -3.090 1.656 0.084
H 4.4451 2.6029 -4.1888 -1.280 -1.943 1.271
H 6.1517 0.8082 -4.1951 2.197 1.594 -1.278
```
Positions in Å, forces in eV/Å.

Properties
- M (Da) = 336.380
- lowest unoccupied orbital energy (eV) = -0.06
- HOMO energy (eV) = -9.034
- structure (SMILES) = c1ccc(-c2noc(CSc3nnnn3-c3ccccc3)n2)cc1
- Kohn-Sham gap (eV) = 8.97

***

# C16H13F5N4SSbSe4Ti

C16H13F5N4SSbSe4Ti as an isolated structure (ωB97M-V/def2-TZVPD, OMol25).

Structure (XYZ):
```
45
Properties=species:S:1:pos:R:3:forces:R:3
Ti -0.3440 -0.2025 0.0468 0.016 0.017 0.255
C 5.1626 -3.1326 0.8729 0.004 0.004 -0.005
C 3.9659 -3.2031 1.8122 0.003 -0.001 0.017
N 2.6973 -3.2675 1.1112 0.019 0.034 -0.064
C 2.0754 -2.1837 0.6116 0.028 0.263 -0.058
S 0.5469 -2.4481 -0.2130 0.167 -0.071 0.364
N 2.6458 -1.0110 0.7614 -0.102 -0.208 -0.033
N 1.8546 -0.0316 0.2297 -0.002 0.064 -0.360
C 2.3943 1.0795 -0.1172 0.118 -0.196 0.015
C 3.8424 1.3944 0.0731 -0.031 0.008 0.103
C 1.5081 2.0013 -0.8435 -0.042 0.149 -0.082
C 1.9342 3.2308 -1.3102 0.042 -0.057 -0.054
C 1.0750 3.9996 -2.0828 -0.093 0.004 -0.014
C -0.1969 3.5350 -2.3408 0.048 0.028 0.048
C -0.5747 2.3114 -1.8100 0.026 -0.018 0.014
N 0.2617 1.5511 -1.1033 -0.226 0.077 0.159
H 6.0914 -3.0646 1.4423 -0.003 -0.001 0.000
H 5.0819 -2.2526 0.2355 -0.001 0.001 0.002
H 5.2131 -4.0183 0.2376 -0.001 0.001 0.000
H 3.9460 -2.3251 2.4580 -0.004 -0.002 0.004
H 4.0296 -4.0839 2.4527 0.002 -0.003 -0.007
H 2.2507 -4.1526 0.9528 -0.019 0.002 0.028
H 4.2541 0.7508 0.8443 0.007 -0.015 -0.004
H 3.9800 2.4368 0.3588 -0.003 -0.022 0.018
H 4.3937 1.2192 -0.8543 -0.005 0.009 -0.007
H 2.9283 3.5836 -1.0799 -0.018 -0.014 -0.014
H 1.3971 4.9639 -2.4530 -0.011 0.004 0.004
H -0.9190 4.1136 -2.8969 0.003 0.006 -0.003
H -1.5852 1.9444 -1.9243 0.004 -0.007 -0.015
Se -3.8081 2.0815 -0.2429 -0.103 -0.141 -0.093
Sb -2.6953 3.0389 1.6386 0.053 0.035 0.021
Se -3.5854 2.9148 3.8237 -0.074 -0.031 0.007
Se -0.9525 4.5794 1.1558 0.192 0.124 -0.041
Se -0.6647 0.5990 2.0667 0.109 -0.117 0.241
F -1.9854 -0.3743 -2.1310 -0.020 -0.019 -0.018
C -2.6858 -1.1973 -1.2767 0.163 -0.050 0.211
C -2.1199 -1.3990 -0.0374 -0.205 0.057 -0.732
C -2.7992 -2.2698 0.7876 -0.027 0.089 0.075
F -2.3317 -2.5719 2.0075 -0.019 -0.005 -0.032
C -3.9897 -2.8644 0.4023 -0.050 -0.014 -0.065
F -4.6416 -3.7029 1.2213 0.016 0.022 -0.021
C -4.5232 -2.6057 -0.8535 0.029 -0.032 0.096
F -5.6695 -3.1902 -1.2235 0.023 0.020 0.001
C -3.8618 -1.7584 -1.7240 -0.005 0.013 0.036
F -4.3568 -1.5143 -2.9441 -0.009 -0.006 0.001
```
Positions in Å, forces in eV/Å.

Properties
- M (Da) = 873.832
- total charge = -1
- lowest unoccupied orbital energy (eV) = 1.22
- HOMO energy (eV) = -4.646
- Kohn-Sham gap (eV) = 5.87

***

# C16H13N3OS

One molecule with the formula C16H13N3OS (ωB97M-V/def2-TZVPD, OMol25).

Structure (XYZ):
```
34
Properties=species:S:1:pos:R:3:forces:R:3
C -2.3650 -0.2237 -0.6220 -0.091 0.001 0.225
C -3.1615 0.4570 0.2007 0.475 -0.116 -0.204
C -4.6110 0.5570 0.1222 -0.550 0.068 0.024
C -5.2604 1.5244 0.8918 0.158 -0.122 -0.096
C -6.6340 1.6636 0.8479 -0.150 0.030 0.007
C -7.3899 0.8316 0.0390 -0.039 0.055 0.041
C -6.7608 -0.1405 -0.7222 -0.037 -0.044 -0.075
C -5.3870 -0.2781 -0.6834 0.082 0.070 0.084
H -4.9144 -1.0494 -1.2715 0.043 -0.094 -0.063
H -7.3473 -0.7973 -1.3481 -0.036 -0.053 -0.045
H -8.4641 0.9363 0.0051 -0.082 0.004 0.000
H -7.1175 2.4208 1.4476 -0.032 0.054 0.042
H -4.6756 2.1765 1.5254 0.071 0.043 0.058
H -2.7101 1.0303 1.0022 0.123 0.022 0.072
C -0.8901 -0.2595 -0.4742 0.467 -0.336 0.174
H -0.3852 -0.0204 -1.4110 -0.022 0.092 0.080
H -0.5456 0.4005 0.3212 -0.039 0.040 -0.110
S -0.3591 -1.9824 -0.0273 -0.596 0.297 -0.076
C 1.3331 -1.7132 0.1140 0.492 -0.293 0.074
N 2.2384 -2.5970 0.4127 -1.711 -0.428 -0.126
N 3.4140 -1.9539 0.4211 1.298 1.232 -0.093
C 3.1904 -0.7094 0.1296 -0.078 -0.969 0.195
C 4.1592 0.3518 0.0256 0.277 0.620 -0.097
C 5.5121 0.0953 0.2584 -0.239 0.139 -0.062
C 6.4074 1.1417 0.1485 -0.124 -0.016 -0.014
C 5.9204 2.3993 -0.1880 0.256 -0.098 0.056
N 4.6407 2.6489 -0.4093 -0.045 0.524 -0.120
C 3.7819 1.6552 -0.3062 -0.134 -0.508 0.091
H 2.7452 1.9016 -0.4954 -0.096 -0.074 0.004
H 6.5826 3.2491 -0.2857 0.136 0.003 0.017
H 7.4614 0.9897 0.3198 0.088 0.001 0.011
H 5.8222 -0.9052 0.5163 0.063 -0.085 0.026
O 1.8609 -0.4825 -0.0826 0.256 -0.019 0.037
H -2.7604 -0.8004 -1.4445 -0.182 -0.041 -0.138
```
Positions in Å, forces in eV/Å.

Properties
- M (Da) = 295.367
- lowest unoccupied orbital energy (eV) = 0.20
- HOMO energy (eV) = -8.534
- structure (SMILES) = C(=C\c1ccccc1)/CSc1nnc(-c2cccnc2)o1
- Kohn-Sham gap (eV) = 8.73

***

Computed E, in the same sequence as the records: -6449.0795, -5540.9092, -1719.5354, -1418.3083, -12429.6601, -1255.1637 a.u..
Computed ΔE to the lowest compared entry with this formula, charge and spin, in the same sequence as the records: 3.2, 7.9, 0.0, 304.7, 0.9, 51.0 kcal per mole.